Density functional theory data (ωB97M-V with the def2-TZVPD basis set) for a molecular structure, C5H6Li2O3 in a non-equilibrium geometry.

Geometry as XYZ:
```
16
Properties=species:S:1:pos:R:3:forces:R:3:lowdin_charge:R:1
O 0.652 0.572 0.315 3.17 2.79 -1.25 0.096
C 2.078 0.136 0.177 -1.66 0.71 -0.42 -0.631
C -0.277 -0.269 0.192 -2.85 -6.52 4.81 -0.306
O 2.815 1.102 0.164 0.77 0.23 -0.21 -0.007
O 2.221 -1.070 0.112 0.70 -1.00 -0.33 -0.040
C -1.278 -0.499 1.213 -1.55 6.67 0.16 -0.038
Li 4.364 1.848 -0.474 -0.21 0.15 0.28 0.902
H -0.224 -1.499 0.843 1.61 1.71 -4.42 0.268
H -0.904 -0.898 2.166 -1.12 -2.48 -0.25 0.155
H -1.719 0.398 1.661 -0.38 0.51 -0.36 0.106
Li 3.037 -2.480 -0.734 -0.16 0.03 0.27 0.896
C -1.898 -0.150 -0.539 0.70 -4.15 1.17 0.004
C -2.162 0.990 -1.190 1.01 1.20 0.53 0.221
H -2.597 0.964 -2.190 -0.26 -0.11 0.30 0.126
H -2.307 -1.102 -0.882 0.36 0.38 -0.26 0.124
H -1.802 1.958 -0.833 -0.14 -0.12 -0.02 0.123
```
Forces are in eV/Å.

Its charge is +2. The LUMO energy is -9.3 eV. The orbital gap comes out at 0.267 Eh.

Density functional theory data (ωB97M-V with the def2-TZVPD basis set) for a molecular structure, C5H6LiO4Pt in a non-equilibrium geometry.

Geometry as XYZ:
```
17
Properties=species:S:1:pos:R:3:forces:R:3:lowdin_charge:R:1
O 0.699 -2.192 -2.207 -0.21 0.35 0.21 -0.059
C -0.205 -1.403 -1.835 0.28 -0.67 -1.82 -0.796
O -0.912 -0.740 -2.631 0.09 0.43 0.21 -0.063
O -0.432 -1.352 -0.508 0.38 1.36 1.60 -0.018
C -1.090 -0.208 0.035 -2.40 -0.42 -1.16 -0.083
Li 0.194 -1.614 -4.011 -0.14 -0.04 0.51 0.849
H -1.497 -0.537 1.000 0.71 0.50 0.05 0.148
H -1.990 -0.030 -0.565 0.16 0.26 -0.15 0.140
C -0.389 1.414 -0.006 0.64 -2.63 -0.06 0.022
C 0.592 0.683 0.739 3.79 0.85 1.51 -0.222
H -0.172 1.623 -1.060 -0.26 0.08 0.50 0.131
H -0.964 2.128 0.600 -0.19 -0.36 -0.47 0.141
Pt 1.937 -1.139 1.818 3.04 -4.92 -3.55 0.979
O 1.102 -0.085 3.035 -1.38 4.21 0.40 -0.232
C 0.881 0.861 2.109 -4.65 0.72 3.32 -0.319
H 0.360 1.717 2.569 0.87 0.51 0.18 0.161
H 1.887 0.875 0.918 -0.75 -0.22 -1.28 0.221
```
Forces are in eV/Å.

Its spin multiplicity is 3. Its charge is +1. The LUMO energy (alpha / beta) is -4.7 / -6.7 eV. The orbital gap (alpha / beta) comes out at 0.308 / 0.250 Eh.

Density functional theory data (ωB97M-V with the def2-TZVPD basis set) for 2 unconnected molecules or ions with the total composition C5H6N in a non-equilibrium geometry.

Geometry as XYZ:
```
12
Properties=species:S:1:pos:R:3:forces:R:3:lowdin_charge:R:1
C -2.638 -0.021 -0.245 -1.50 0.21 0.90 0.109
C -1.487 -0.678 -0.284 -0.77 0.37 0.37 -0.017
C -3.786 0.537 0.023 3.03 -1.58 -0.71 0.174
C -0.398 -1.221 -0.173 -0.53 0.89 -1.10 0.309
C 2.501 -0.023 -0.378 0.48 -1.82 -2.87 -0.052
N 3.354 0.360 0.485 1.41 1.24 1.78 -0.015
H -4.368 1.215 -0.486 -0.73 1.69 -1.76 0.087
H -4.288 0.255 0.893 -0.47 -0.92 1.78 0.106
H 0.662 -1.279 -0.316 1.10 -0.38 0.65 0.002
H 3.066 -0.329 -1.367 -0.87 0.87 1.53 0.060
H 4.377 0.590 0.444 -1.08 -0.65 -0.69 0.144
H 3.003 0.593 1.405 -0.05 0.09 0.12 0.094
```
Forces are in eV/Å.

Its charge is +1. The LUMO energy (alpha / beta) is -7.2 / -7.2 eV. The orbital gap (alpha / beta) comes out at 0.189 / 0.189 Eh.

Density functional theory data (ωB97M-V with the def2-TZVPD basis set) for a molecular structure, C5H6N in a non-equilibrium geometry.

Geometry as XYZ:
```
12
Properties=species:S:1:pos:R:3:forces:R:3:lowdin_charge:R:1
C 0.871 1.013 0.799 0.28 0.02 0.17 -0.016
C 0.138 0.087 -0.293 -0.90 0.61 0.31 -0.096
C 0.348 -0.145 1.436 -2.46 -1.27 1.07 0.111
C 1.002 -0.943 0.404 -0.52 -2.41 1.22 -0.101
C -1.164 0.016 -1.224 -0.14 1.03 2.20 0.062
N 1.652 0.186 -0.062 1.19 2.04 -3.51 0.169
H 0.956 2.104 0.941 -0.38 -0.83 -0.33 0.189
H -0.467 -0.345 2.188 0.96 0.30 -0.97 0.180
H 1.176 -1.999 0.046 -0.36 1.45 0.72 0.207
H -1.877 0.899 -1.061 1.32 -1.15 0.19 0.122
H -0.948 0.035 -2.265 0.64 -0.29 -0.69 0.075
H -1.688 -0.908 -0.910 0.37 0.52 -0.40 0.100
```
Forces are in eV/Å.

Its charge is +1. The LUMO energy is -3.8 eV. The orbital gap comes out at 0.467 Eh.

Number 1: total energy -434.11118 hartree. Number 2: total energy -621.40870 hartree. Number 3: total energy -248.33958 hartree. Number 4: total energy -248.42879 hartree.